This record from OMol25 describes 2 unconnected molecules or ions with the total composition C5H11NO at a distorted geometry. The level of theory is ωB97M-V/def2-TZVPD.

Each line ends with the Löwdin charge.
CARTESIAN COORDINATES (ANGSTROEM)
C -2.52 -1.45 -0.89  -0.03
C -2.07 -0.44 -0.08  -0.20
C -0.70 0.06 0.22  -0.31
C -0.72 1.49 0.85  -0.08
C 0.13 -0.94 0.62  -0.19
N 1.50 -1.04 0.40  0.07
H -2.04 -2.45 -0.90  0.05
H -3.26 -1.19 -1.66  0.05
H -2.81 0.29 0.28  0.08
H -1.21 1.34 1.89  0.09
H -1.54 2.01 0.26  0.07
H 0.17 2.12 1.04  0.07
H -0.22 -1.71 1.37  0.14
H 2.10 -0.72 -0.36  0.08
H 2.11 -1.65 0.97  0.10
O 3.29 1.39 -1.36  -0.06
H 3.85 1.73 -0.64  0.05
H 3.94 1.16 -2.02  0.02

Output
total charge	0
SMILES string	C=C/C(C)=C/N.O
relative energy (zero: lowest compared OMol25 entry of this formula, charge and spin)	114.42	kcal/mol
highest occupied orbital energy	-6.6	eV
electronic energy	-326.9490	Ha
Kohn-Sham gap	0.263	Ha



This record from OMol25 describes a single CH5N3S molecule at a distorted geometry. The level of theory is ωB97M-V/def2-TZVPD.

Each line ends with the Löwdin charge.
CARTESIAN COORDINATES (ANGSTROEM)
H -1.03 1.93 -0.37  0.06
N -0.15 1.46 -0.09  0.09
C -0.28 0.20 -0.06  -0.64
N -1.41 -0.59 -0.22  0.12
N 0.88 -0.60 -0.12  -0.45
S 2.36 0.09 -0.21  0.77
H -2.22 -0.01 -0.28  0.09
H -1.49 -1.04 0.61  0.04
H 0.79 -1.59 -0.34  0.08
H 2.55 0.15 1.08  -0.16

Output
total charge	0
SMILES string	[H]/N=C(\N)NS
relative energy (zero: lowest compared OMol25 entry of this formula, charge and spin)	11.82	kcal/mol
highest occupied orbital energy	-9.0	eV
electronic energy	-603.5271	Ha
Kohn-Sham gap	0.358	Ha



This record from OMol25 describes a molecular structure, C25H27HgN3O5S at a distorted geometry. The level of theory is ωB97M-V/def2-TZVPD.

Each line ends with the Mulliken spin population.
CARTESIAN COORDINATES (ANGSTROEM)
Hg 11.48 14.13 4.47  1.20
O 11.51 18.40 4.66  0.01
C 11.24 17.21 4.79  0.10
N 12.10 16.20 4.66  0.07
C 13.46 16.57 4.26  0.03
C 14.51 15.62 4.81  0.02
C 15.46 15.95 5.79  -0.01
C 16.32 14.93 6.24  0.01
C 16.20 13.60 5.75  0.00
C 15.25 13.41 4.77  0.03
N 14.47 14.37 4.29  -0.07
C 9.80 16.83 5.04  -0.01
C 8.85 17.83 5.29  0.01
C 7.54 17.48 5.49  -0.01
C 7.19 16.17 5.39  0.01
C 8.18 15.20 5.16  -0.03
N 9.46 15.52 4.89  -0.08
H 13.57 17.59 4.66  0.01
H 13.53 16.63 3.13  -0.01
H 15.57 16.93 6.16  0.00
H 17.02 15.16 7.05  0.00
H 16.81 12.75 6.09  0.00
H 15.13 12.45 4.24  0.00
H 9.17 18.87 5.37  0.00
H 6.77 18.28 5.64  0.00
H 6.18 15.83 5.54  0.00
H 7.94 14.13 5.12  0.02
C 12.25 6.70 5.83  0.00
O 13.09 7.83 5.52  0.00
C 12.74 9.03 6.03  0.01
C 13.04 9.47 7.31  0.00
C 12.71 10.76 7.69  0.01
C 12.08 11.72 6.93  0.04
C 11.72 13.05 7.41  -0.07
C 12.82 13.90 8.09  -0.01
O 10.61 13.55 7.24  0.02
C 11.69 11.22 5.56  -0.15
O 11.21 11.95 4.54  -0.21
C 11.95 9.90 5.20  0.05
H 12.54 5.86 5.14  0.00
H 11.19 6.87 5.67  0.00
H 12.43 6.43 6.91  0.00
H 13.68 8.87 7.93  0.00
H 12.98 11.05 8.69  0.00
H 13.25 14.61 7.40  0.00
H 13.66 13.28 8.52  0.00
H 12.30 14.48 8.88  0.00
H 11.64 9.57 4.20  0.01
O 8.09 11.74 4.93  0.00
S 7.59 10.39 5.43  0.00
C 5.90 10.13 4.77  0.00
C 5.05 10.99 5.72  0.00
C 5.69 11.21 7.17  0.00
C 7.08 10.60 7.22  0.00
H 5.51 9.11 4.87  0.00
H 5.84 10.49 3.73  0.00
H 4.08 10.47 5.78  0.00
H 4.89 11.97 5.30  0.00
H 5.06 10.80 7.93  0.00
H 5.70 12.31 7.30  0.00
H 7.02 9.55 7.58  0.00
H 7.75 11.23 7.85  0.00

Output
multiplicity	2
total charge	-1
expectation value of S²	0.75
relative energy (zero: lowest compared OMol25 entry of this formula, charge and spin)	0.00	kcal/mol
highest occupied orbital energy (spin up / spin down)	-0.9 / -4.3	eV
electronic energy	-2060.8435	Ha
Kohn-Sham gap (spin up / spin down)	0.114 / 0.237	Ha



This record from OMol25 describes a molecular structure, C2H2CrO2 at a distorted geometry. The level of theory is ωB97M-V/def2-TZVPD.

Each line ends with the Mulliken spin population.
CARTESIAN COORDINATES (ANGSTROEM)
O -1.83 1.35 -1.16  0.00
C -0.95 0.60 -1.15  -0.01
C -0.88 -0.57 -0.22  0.01
O 0.21 -0.49 0.51  0.00
H -1.03 -1.48 -0.84  0.00
Cr 1.78 0.51 0.59  4.00
H -2.03 -0.21 0.14  0.00

Output
multiplicity	5
total charge	+2
expectation value of S²	6.02
relative energy (zero: lowest compared OMol25 entry of this formula, charge and spin)	55.43	kcal/mol
highest occupied orbital energy (spin up / spin down)	-20.7 / -21.1	eV
electronic energy	-1271.4502	Ha
Kohn-Sham gap (spin up / spin down)	0.293 / 0.320	Ha